# C54H61BF4IrOP3Si2

A structure of composition C54H61BF4IrOP3Si2 at a distorted geometry (wB97M-V/def2-TZVPD, the OMol25 dataset).

Atoms and positions in Å:
Ir1 -0.34072 -0.79171 -0.08384
C1 0.43791 -2.06757 -3.87072
C2 -0.63947 -0.98508 -3.73133
P1 -1.96791 -1.53556 -2.56353
C3 -2.46021 -0.06130 -1.61767
C4 -2.98041 -0.28471 -0.33968
C5 -3.50312 0.77133 0.39929
C6 -3.50232 2.05148 -0.12768
C7 -2.98909 2.28406 -1.40013
C8 -2.48241 1.23295 -2.14109
C9 -3.40262 -1.74649 -3.67977
C10 -4.66574 -1.25419 -3.36402
C11 -5.74540 -1.50415 -4.20029
C12 -5.57856 -2.25266 -5.35501
C13 -4.32526 -2.75934 -5.67066
C14 -3.24716 -2.51355 -4.83564
C15 1.44065 -2.14867 -2.72189
P2 0.79445 -2.48465 -1.05212
C16 2.26527 -2.54851 0.01696
C17 3.57622 -2.51403 -0.44896
C18 4.63456 -2.60040 0.44608
C19 4.39058 -2.71952 1.80670
C20 3.08499 -2.74723 2.27872
C21 2.02597 -2.66239 1.38907
C22 0.26263 -4.22837 -1.08932
C23 1.24911 -5.19858 -0.89229
C24 0.93879 -6.54586 -0.98057
C25 -0.36066 -6.94488 -1.25399
C26 -1.34832 -5.98881 -1.42962
C27 -1.04191 -4.64057 -1.34621
H1 1.01912 -1.87823 -4.77767
H2 -0.03130 -3.04606 -4.00822
H3 -1.08159 -0.78368 -4.70861
H4 -0.20314 -0.04944 -3.36891
H5 -2.99709 -1.28813 0.07391
H6 -3.90716 0.58446 1.38392
H7 -3.91429 2.87209 0.44535
H8 -3.01132 3.28230 -1.81914
H9 -2.13041 1.40621 -3.14765
H10 -4.81593 -0.66666 -2.46691
H11 -6.72040 -1.10942 -3.94594
H12 -6.42156 -2.44502 -6.00513
H13 -4.18794 -3.35179 -6.56580
H14 -2.27866 -2.93067 -5.09026
H15 2.00432 -1.21482 -2.64671
H16 2.14732 -2.95539 -2.93406
H17 3.78741 -2.43307 -1.50734
H18 5.65182 -2.58943 0.07586
H19 5.21867 -2.79721 2.49903
H20 2.88630 -2.85430 3.33714
H21 1.00970 -2.73116 1.76429
H22 2.26738 -4.91800 -0.66038
H23 1.71534 -7.28238 -0.82248
H24 -0.60483 -7.99728 -1.31330
H25 -2.37099 -6.28832 -1.61614
H26 -1.82980 -3.91238 -1.44850
O1 -0.48540 0.63251 1.52353
P3 -1.03556 1.53467 2.60841
C28 -0.06022 1.30510 4.09445
C29 1.26099 0.87731 3.97253
C30 2.04272 0.72423 5.10583
C31 1.51113 0.99950 6.35919
C32 0.19460 1.41945 6.48388
C33 -0.59484 1.56795 5.35357
C34 -0.86852 3.23884 2.06547
C35 -0.85975 4.30030 2.96791
C36 -0.73423 5.60012 2.50357
C37 -0.61398 5.84232 1.14094
C38 -0.61866 4.78668 0.23997
C39 -0.74638 3.48357 0.69898
C40 -2.73334 1.23261 3.06904
C41 -3.04678 -0.05373 3.51263
C42 -4.35278 -0.36367 3.85133
C43 -5.33917 0.61251 3.76775
C44 -5.02557 1.89673 3.34213
C45 -3.72169 2.20985 2.98548
H27 1.66339 0.64342 2.99312
H28 3.06613 0.38362 5.01543
H29 2.12266 0.87577 7.24316
H30 -0.22228 1.61825 7.46196
H31 -1.63056 1.86936 5.45451
H32 -0.93745 4.11329 4.03251
H33 -0.72363 6.42414 3.20425
H34 -0.51435 6.85839 0.78226
H35 -0.52490 4.97901 -0.82178
H36 -0.74658 2.65377 0.00214
H37 -2.28303 -0.81841 3.58223
H38 -4.59471 -1.36733 4.17417
H39 -6.35910 0.37070 4.03730
H40 -5.79673 2.65366 3.28615
H41 -3.47763 3.20800 2.64356
C46 3.11563 3.71130 -2.61476
Si1 2.22479 2.09044 -2.83287
C47 3.15550 0.89625 -3.92760
C48 0.61925 2.54684 -3.66572
C49 1.81119 1.21200 -1.18194
C50 0.82821 0.45454 -0.87700
H42 3.03563 4.24021 -3.56803
H43 4.17083 3.64218 -2.36451
H44 2.61835 4.32733 -1.86716
H45 3.37204 1.38434 -4.88154
H46 2.54305 0.01780 -4.14603
H47 4.09960 0.55268 -3.50987
H48 0.81034 3.34529 -4.38606
H49 -0.12104 2.90759 -2.95071
H50 0.19100 1.71166 -4.21891
C51 4.10328 3.64295 1.22550
Si2 4.19772 1.82517 0.81004
C52 4.64579 0.94868 2.40312
C53 5.45422 1.33974 -0.47934
C54 2.44055 1.21012 0.37928
H51 5.06527 3.97539 1.62356
H52 3.35762 3.78893 2.01173
H53 3.84756 4.29458 0.40210
H54 5.42650 1.51094 2.92146
H55 5.02358 -0.05575 2.21515
H56 3.79443 0.87039 3.08361
H57 6.44840 1.67685 -0.17702
H58 5.25799 1.74687 -1.46412
H59 5.48383 0.25017 -0.56297
H60 1.74319 1.86895 0.89761
H61 2.29686 0.18543 0.71890
F1 -3.25222 -3.39925 1.30326
B1 -2.03867 -3.23024 1.91501
F2 -1.47413 -1.92261 1.27530
F3 -1.11157 -4.19406 1.63596
F4 -2.11920 -2.91944 3.24991

Forces on atoms 1 to 6 (eV/Å):
Ir 1.0 0.6 0.6
C 0.0 0.0 -0.1
C 0.0 0.0 0.0
P -0.3 -0.2 -0.2
C 0.1 -0.1 -0.1
C -0.3 -0.1 -0.1

Expectation value of S² ... 0.7555
Spin multiplicity ... 2
Gap between HOMO and LUMO (spin up / spin down) ... 7.7 / 6.0 eV
F_max ... 1.51 eV/A
ΔE to the lowest compared entry with this formula, charge and spin ... 0.00 kcal/mol
LUMO energy (spin up / spin down) ... -2.47 / -4.03 eV
HOMO level (spin up / spin down) ... -10.1266 / -10.0691 eV
Net charge ... +1
Electronic energy ... -117045.8002 eV

Mulliken population analysis, charges in e, atoms 1 to 99: atom 1 (Ir): 2.1603, atom 2 (C): -1.5299, atom 3 (C): 0.4636, atom 4 (P): 0.8651, atom 5 (C): 0.1523, atom 6 (C): -1.8481, atom 7 (C): 0.0251, atom 8 (C): -0.3233, atom 9 (C): -0.8468, atom 10 (C): -0.6122, atom 11 (C): 0.9857, atom 12 (C): -0.5526, atom 13 (C): -0.8589, atom 14 (C): -0.5607, atom 15 (C): -0.7748, atom 16 (C): -0.6567, atom 17 (C): -0.7263, atom 18 (P): 0.9858, atom 19 (C): -0.5552, atom 20 (C): -0.3833, atom 21 (C): -0.7007, atom 22 (C): -0.8008, atom 23 (C): -0.4658, atom 24 (C): -0.1376, atom 25 (C): 1.1068, atom 26 (C): -1.0592, atom 27 (C): -0.8428, atom 28 (C): -0.7255, atom 29 (C): -1.1657, atom 30 (C): 0.3468, atom 31 (H): 0.6042, atom 32 (H): 0.3948, atom 33 (H): 0.9723, atom 34 (H): -1.4671, atom 35 (H): 0.6631, atom 36 (H): 0.3753, atom 37 (H): 0.4398, atom 38 (H): 0.4972, atom 39 (H): 0.7717, atom 40 (H): 0.3236, atom 41 (H): 0.4214, atom 42 (H): 0.3931, atom 43 (H): 0.4306, atom 44 (H): 0.2847, atom 45 (H): -0.2063, atom 46 (H): 0.7669, atom 47 (H): 0.2972, atom 48 (H): 0.4605, atom 49 (H): 0.3883, atom 50 (H): 0.5119, atom 51 (H): 0.2221, atom 52 (H): 0.3723, atom 53 (H): 0.4578, atom 54 (H): 0.4112, atom 55 (H): 0.4803, atom 56 (H): 0.4091, atom 57 (O): -0.2476, atom 58 (P): 1.2969, atom 59 (C): 0.3731, atom 60 (C): 0.7214, atom 61 (C): -0.8797, atom 62 (C): -0.8966, atom 63 (C): -0.8600, atom 64 (C): -0.6364, atom 65 (C): 0.6955, atom 66 (C): -0.7583, atom 67 (C): -0.7519, atom 68 (C): -0.9181, atom 69 (C): -1.0207, atom 70 (C): 0.0636, atom 71 (C): 0.0933, atom 72 (C): -0.4771, atom 73 (C): -0.8014, atom 74 (C): -0.5556, atom 75 (C): -0.7817, atom 76 (C): -0.5957, atom 77 (H): -0.0479, atom 78 (H): 0.4817, atom 79 (H): 0.4101, atom 80 (H): 0.4587, atom 81 (H): 0.4881, atom 82 (H): 0.4871, atom 83 (H): 0.4641, atom 84 (H): 0.4322, atom 85 (H): 0.5754, atom 86 (H): 0.3741, atom 87 (H): 0.6758, atom 88 (H): 0.5244, atom 89 (H): 0.4146, atom 90 (H): 0.4545, atom 91 (H): 0.6164, atom 92 (C): -1.0430, atom 93 (Si): 0.1063, atom 94 (C): -1.0008, atom 95 (C): -1.0653, atom 96 (C): 1.2844, atom 97 (C): -0.3118, atom 98 (H): 0.4796, atom 99 (H): 0.3427